No. 1
# C21H29FN4O

An isolated molecule of C21H29FN4O (the ωB97M-V functional and the def2-TZVPD basis, the OMol25 dataset).

The gap between HOMO and LUMO comes out at 9.476 eV.

```
56
C21H29FN4O (the ωB97M-V functional and the def2-TZVPD basis)
C 0.19717 -3.65898 5.19821
C 1.28225 -2.71140 4.70452
C 0.68476 -1.47791 4.01830
N -0.01532 -1.82736 2.81332
C 0.51846 -2.13762 1.61660
C -0.52599 -2.48916 0.78348
C -0.49970 -3.02068 -0.59689
O -0.92575 -4.13718 -0.84227
N 0.01762 -2.22036 -1.56844
C 0.08700 -2.75582 -2.91109
C 0.42355 -0.84907 -1.35056
C 1.93799 -0.64756 -1.46417
C 2.25222 0.80562 -1.12670
C 1.45515 1.73707 -2.03350
N 0.03231 1.48180 -1.88923
C -0.76084 2.47187 -2.59782
C -0.66691 3.81513 -1.92694
C -0.68307 3.92048 -0.54120
C -0.60549 5.15278 0.08112
C -0.51493 6.31131 -0.67340
C -0.49966 6.23494 -2.05430
C -0.57431 4.99233 -2.65613
F -0.55397 4.93371 -4.00925
C -0.28294 0.12733 -2.30031
C -1.67791 -2.37192 1.60023
C -3.08528 -2.62845 1.20324
N -1.33977 -1.96224 2.80839
H -0.44043 -3.97011 4.37469
H -0.42560 -3.16837 5.94233
H 0.64058 -4.54468 5.64595
H 1.93240 -3.23240 3.99816
H 1.89521 -2.37713 5.54359
H 1.47679 -0.76319 3.77331
H -0.04155 -1.00037 4.67922
H 1.57549 -2.10128 1.44338
H 1.06554 -2.56233 -3.34925
H -0.07322 -3.83082 -2.84189
H -0.68898 -2.32927 -3.55045
H 0.11945 -0.57424 -0.33605
H 2.27003 -0.86396 -2.48144
H 2.45873 -1.32630 -0.78702
H 3.31825 1.00387 -1.24790
H 1.98002 1.00645 -0.08911
H 1.64529 2.77622 -1.75514
H 1.77960 1.59842 -3.08193
H -1.80646 2.14593 -2.57164
H -0.46348 2.55986 -3.65683
H -0.74854 3.01152 0.03596
H -0.61814 5.21180 1.15887
H -0.45608 7.27425 -0.18977
H -0.42945 7.11802 -2.66962
H -1.36381 -0.01995 -2.22820
H 0.02760 -0.05977 -3.34323
H -3.13322 -3.53326 0.60133
H -3.70311 -2.73766 2.08984
H -3.46956 -1.79990 0.60759
```

Need the Löwdin charges? In units of e they are: C -0.11; C -0.24; C -0.15; N -0.16; C -0.01; C -0.09; C -0.41; O 0.06; N -0.05; C -0.02; C -0.28; C -0.14; C -0.17; C -0.19; N -0.17; C -0.14; C -0.15; C -0.03; C -0.08; C -0.09; C -0.01; C -0.23; F 0.06; C -0.14; C -0.29; C -0.02; N 0.14; H 0.06; H 0.07; H 0.07; H 0.10; H 0.11; H 0.12; H 0.12; H 0.13; H 0.09; H 0.09; H 0.09; H 0.14; H 0.11; H 0.11; H 0.11; H 0.12; H 0.12; H 0.13; H 0.14; H 0.13; H 0.12; H 0.10; H 0.10; H 0.12; H 0.13; H 0.13; H 0.08; H 0.08; H 0.08

No. 2
# C6H7ClCoNO5

A structure of composition C6H7ClCoNO5 (the ωB97M-V functional and the def2-TZVPD basis, the OMol25 dataset).

The spin multiplicity is 4. Its total charge is +1. The gap between HOMO and LUMO (spin up / spin down) comes out at 5.364 / 7.906 eV.

```
21
C6H7ClCoNO5 (the ωB97M-V functional and the def2-TZVPD basis)
Co 0.09691 0.14783 0.04244
O -0.55023 -1.59803 -0.78731
C 0.42849 -2.29725 -1.56112
C 1.70671 -1.50100 -1.52759
C 2.84740 -1.92633 -2.18502
C 3.99152 -1.15244 -2.11128
C 3.97921 0.03300 -1.38388
C 2.81758 0.40814 -0.75252
N 1.71177 -0.35560 -0.83313
H -1.40067 -2.05415 -0.76145
H 0.08621 -2.40330 -2.59216
H 0.60174 -3.28846 -1.13810
H 2.83005 -2.85283 -2.74262
H 4.89274 -1.47036 -2.61765
H 4.85647 0.65798 -1.30610
H 2.73837 1.31537 -0.17024
O -3.00001 2.73271 2.75886
Cl -1.68651 2.53013 2.15293
O -0.66158 3.54081 2.41227
O 0.23687 0.02958 1.58415
O -0.56332 1.37219 -0.65020
```

Need the Löwdin charges? In units of e they are: Co 0.66; O -0.07; C -0.09; C -0.19; C 0.03; C 0.01; C 0.00; C -0.04; N 0.02; H 0.15; H 0.15; H 0.15; H 0.14; H 0.13; H 0.13; H 0.14; O -0.47; Cl 0.97; O -0.48; O -0.18; O -0.18

We obtain largest force on an atom values of 0.81 0.43 eV/Å for the records listed above, in that order.
We obtain ΔE to the lowest compared entry with this formula, charge and spin values of 12.71 0.00 kcal per mole for the records listed above, in that order.